ORCA calculation (ωB97M-V/def2-TZVPD) on C40H59BrN2O10P2PbSb as an isolated structure.

Last column: Mulliken charge in e.
Geometry (Å):
Pb  -0.034692  -0.744379  -0.206467  1.3409
O  2.380975  -0.780005  0.811856  -0.0160
C  2.701808  0.400477  1.353493  -0.1629
C  3.793979  1.156567  0.936238  0.3800
C  4.156730  2.317561  1.603835  -1.1544
C  3.440720  2.746271  2.714364  -0.8870
C  2.335012  2.013923  3.115127  -0.9887
C  1.927897  0.871097  2.428030  1.3978
C  0.731914  0.184187  2.902180  -1.4576
N  -0.077986  -0.456446  2.147572  1.0902
N  -1.200724  -0.970443  2.753354  -1.1054
C  -1.866720  -1.789709  1.971945  0.3472
O  -1.524748  -2.144472  0.779097  -0.7069
C  -3.138185  -2.336891  2.509742  0.1825
C  -3.831804  -3.291783  1.773154  0.1254
C  -5.037862  -3.791607  2.238232  -1.2306
C  -5.561133  -3.333208  3.438586  -0.4181
C  -4.874326  -2.375065  4.174016  -0.7866
C  -3.666703  -1.878521  3.714487  -0.1466
H  4.384645  0.824694  0.088108  -0.0213
H  5.017787  2.876898  1.261463  0.4898
H  3.742448  3.629166  3.260094  0.5010
H  1.762516  2.325131  3.981354  0.5134
H  0.470829  0.279379  3.955584  0.4584
H  -3.416448  -3.626672  0.831390  0.4761
H  -5.570344  -4.539371  1.665427  0.4629
H  -6.502169  -3.723220  3.803188  0.4403
H  -5.282228  -2.017268  5.109935  0.4337
H  -3.121688  -1.135395  4.277937  0.4481
C  -5.087724  0.257737  0.845539  -1.0061
C  -5.026824  1.656591  0.274881  0.5013
C  -4.528775  2.679440  1.274527  -1.2082
O  -4.212315  1.704421  -0.947041  -0.2472
P  -2.655520  1.489947  -1.041347  -1.2151
O  -2.094276  0.606190  0.015914  0.6507
C  -1.885504  3.111389  -1.001424  -0.2391
P  -0.104362  3.055405  -1.366736  0.3830
O  0.502045  1.758199  -1.026213  -0.5856
O  0.096462  3.365578  -2.888291  -0.3417
C  -0.325096  4.468793  -3.741571  0.4440
C  -0.522278  5.771200  -2.993291  -1.2585
C  -1.548860  4.028397  -4.520949  -1.1525
O  0.482440  4.268600  -0.561984  -0.0359
C  1.442273  4.117161  0.535721  2.8768
C  0.698964  4.367573  1.832346  -1.5019
C  2.557694  5.106515  0.284736  -1.6629
O  -2.388543  1.055773  -2.523154  -0.0149
C  -2.981954  -0.055906  -3.268510  0.5230
C  -3.479403  -1.173048  -2.373531  -1.2949
C  -4.067053  0.510310  -4.159599  -1.4238
H  -5.817970  0.239330  1.655356  0.5513
H  -4.123676  -0.049205  1.243605  -0.1524
H  -5.405993  -0.463525  0.095344  0.3258
H  -6.008650  1.948171  -0.102245  0.3434
H  -3.551839  2.386727  1.665585  0.0889
H  -5.218541  2.728289  2.116721  0.5389
H  -4.466044  3.672003  0.828115  0.3319
H  -1.989539  3.480555  0.021095  0.3634
H  -2.412325  3.796103  -1.664119  0.5258
H  0.517301  4.578354  -4.426815  0.3737
H  -1.359957  5.721815  -2.296908  0.2330
H  -0.741828  6.553903  -3.719706  0.5162
H  0.370678  6.052711  -2.440777  0.2618
H  -2.415361  3.908526  -3.870132  0.1656
H  -1.358811  3.079653  -5.019796  0.2685
H  -1.793592  4.776735  -5.274783  0.5365
H  1.821923  3.092671  0.502509  -1.6071
H  0.271779  5.370788  1.833414  0.4405
H  1.383206  4.282710  2.681371  0.3387
H  -0.101508  3.638995  1.968518  0.2506
H  2.172633  6.126443  0.292934  0.3754
H  3.034227  4.915781  -0.676156  0.3848
H  3.311519  5.015306  1.066990  0.3787
H  -2.146716  -0.413966  -3.874052  0.3627
H  -4.382288  -0.875407  -1.841972  0.1425
H  -2.738018  -1.487404  -1.639692  0.2525
H  -3.724965  -2.032009  -2.999013  0.5458
H  -4.899133  0.875776  -3.557670  0.2486
H  -4.437504  -0.266132  -4.829231  0.4482
H  -3.679923  1.329846  -4.762904  0.2808
Br  -2.037506  -7.671978  3.177364  -0.1600
C  -0.842084  -6.421463  2.424875  0.0615
C  -1.163054  -5.824761  1.214166  -0.5844
C  -0.294664  -4.898457  0.669961  -0.1462
C  0.891742  -4.586292  1.327895  0.3506
C  1.206830  -5.199590  2.539281  -0.4291
C  0.336865  -6.118401  3.095196  -0.6977
C  1.821614  -3.618325  0.739708  1.1997
O  2.938348  -3.363110  1.284384  -0.8939
O  1.556716  -3.013587  -0.350143  -1.3835
H  -2.084053  -6.084494  0.710919  0.4434
H  -0.530032  -4.414905  -0.266961  0.3164
H  2.129957  -4.946175  3.040234  0.4908
H  0.565303  -6.597670  4.035443  0.4575
C  5.143332  -3.727569  -2.514512  -1.0951
C  4.228586  -3.880118  -1.306955  -0.6007
Sb  3.660172  -2.052404  -0.319781  1.2408
C  5.384881  -1.675998  0.873496  -0.5440
C  6.637863  -1.253521  0.120721  -1.0945
C  3.286155  -0.784847  -2.011006  0.3047
C  4.522903  -0.196637  -2.686696  -1.2977
H  5.362058  -4.707064  -2.941470  0.3943
H  6.098299  -3.266114  -2.262628  0.2064
H  4.678530  -3.133157  -3.301668  0.2814
H  4.686985  -4.497885  -0.533212  0.3810
H  3.294728  -4.361168  -1.600236  0.3469
H  5.521640  -2.636089  1.374735  0.5887
H  5.105836  -0.944298  1.631955  0.4147
H  6.961259  -2.011792  -0.591811  0.2624
H  7.458554  -1.096751  0.820741  0.4269
H  6.494870  -0.321512  -0.425255  0.2195
H  2.613065  0.007418  -1.678649  -0.3387
H  2.732330  -1.429768  -2.696933  0.6337
H  4.999650  0.562110  -2.066633  0.2614
H  4.238178  0.289313  -3.620269  0.4041
H  5.274164  -0.947642  -2.925184  0.2676

Force components x, y, z for each atom (eV/Å):
-0.12 -0.07 -0.24
-0.04 -0.05 -0.33
0.12 -0.08 0.10
0.21 0.13 -0.16
-0.02 -0.06 0.11
0.11 -0.27 0.00
0.16 -0.13 0.00
0.07 0.11 0.19
-0.29 0.01 -0.02
0.05 0.07 0.03
-0.12 -0.15 0.02
0.15 0.10 -0.07
0.02 0.06 0.16
-0.05 -0.03 0.03
0.03 0.03 -0.05
-0.02 -0.02 0.01
0.00 0.00 0.00
-0.02 -0.01 0.00
0.02 -0.05 0.00
-0.08 0.04 0.07
0.02 0.01 0.00
0.01 0.02 0.01
-0.01 0.00 -0.01
-0.03 -0.02 0.00
0.00 0.00 0.03
-0.01 -0.01 -0.01
-0.01 0.00 0.00
-0.01 0.00 0.02
0.02 0.02 0.01
-0.03 0.00 0.00
-0.08 0.08 0.06
0.00 -0.03 0.01
0.16 -0.14 -0.11
-0.04 0.09 0.06
-0.06 0.05 -0.05
0.14 -0.03 0.03
-0.28 0.29 -0.22
0.24 -0.42 0.20
0.01 -0.04 0.11
-0.03 0.02 -0.08
0.02 0.00 -0.04
0.05 0.02 0.01
0.06 0.14 -0.02
0.00 -0.03 0.12
0.07 0.14 0.04
-0.03 -0.02 0.02
-0.02 0.05 0.09
-0.02 -0.05 -0.09
0.00 -0.02 -0.03
0.03 -0.03 0.01
0.00 0.00 0.02
0.02 -0.01 0.01
-0.03 -0.02 -0.02
0.06 0.01 0.04
0.02 0.00 0.01
-0.01 0.00 0.00
-0.01 0.01 0.00
-0.01 0.00 0.01
0.02 0.00 -0.02
-0.04 0.00 0.02
-0.02 0.00 0.02
0.00 0.00 0.00
0.01 0.01 0.01
-0.03 0.00 0.02
0.00 -0.02 -0.01
0.01 0.01 -0.01
-0.07 0.12 -0.02
-0.05 0.03 -0.03
-0.21 0.13 -0.23
-0.02 -0.04 0.03
-0.01 0.03 -0.02
0.01 0.00 -0.02
-0.03 0.03 -0.02
-0.04 0.03 0.03
0.00 0.01 0.02
0.02 -0.02 0.02
-0.01 0.01 0.00
-0.01 0.01 0.01
0.00 -0.01 0.00
0.01 0.01 -0.02
0.02 0.03 -0.01
0.03 0.02 0.03
-0.06 -0.03 0.03
0.07 -0.02 -0.04
-0.05 -0.07 0.05
-0.05 0.04 -0.04
-0.06 -0.01 -0.03
0.02 0.02 0.07
0.06 -0.04 -0.07
0.01 0.15 -0.09
0.01 0.01 0.01
0.00 0.00 0.01
0.03 0.00 0.01
0.00 -0.01 0.02
0.01 0.03 -0.06
-0.08 -0.02 0.10
0.13 -0.22 0.02
-0.14 0.06 0.06
0.03 0.02 -0.04
-0.02 0.00 0.08
0.02 0.01 0.02
0.01 -0.01 0.00
0.01 0.01 -0.01
0.00 0.00 -0.02
0.01 0.02 0.01
0.01 0.01 0.05
0.01 0.02 0.00
0.00 -0.08 -0.03
0.01 0.00 -0.02
0.02 -0.01 0.01
0.01 0.04 -0.01
0.00 -0.04 0.00
0.00 -0.01 -0.02
0.01 0.02 0.03
-0.01 0.01 -0.02
0.01 -0.02 -0.01

- DFT total energy (hartree) = -6111.4305
- gap between HOMO and LUMO (eV) = 7.98
- LUMO (eV) = -2.05
- total charge = +1
- relative energy (zero: lowest compared OMol25 entry of this formula, charge and spin) (kcal per mole) = 0.0
- HOMO level (Eh) = -0.369

---

ORCA calculation (ωB97M-V/def2-TZVPD) on C3H8BaFO3S as an isolated structure in a non-equilibrium geometry.

Last column: Mulliken charge in e.
Geometry (Å):
Ba  6.310239  -5.888976  -1.451345  1.7747
F  1.829209  -4.475576  -1.476645  -0.7762
O  -1.167051  2.096244  2.645545  -0.5528
S  -0.953811  1.034834  1.688705  1.1137
O  -1.979831  0.003414  1.490955  -0.5637
O  -0.665281  1.832824  0.161525  -0.3565
C  -0.382991  1.119044  -1.034755  -0.1927
C  -1.673331  0.559694  -1.656475  -1.0731
C  0.782749  0.218244  1.952845  -0.8930
H  0.401889  0.362884  -1.018545  0.2210
H  0.082839  1.842694  -1.703665  0.3143
H  -1.519631  0.525684  -2.735035  0.3717
H  -2.616571  1.022744  -1.366675  0.2879
H  -1.807121  -0.513226  -1.518435  0.3216
H  1.508949  1.031074  1.945375  0.3140
H  0.990729  -0.495216  1.155465  0.3256
H  0.859019  -0.276386  2.921155  0.3636

Force components x, y, z for each atom (eV/Å):
-1.25 0.37 -0.02
1.27 -0.34 0.02
0.52 -1.06 -1.24
0.24 -0.86 -1.69
2.00 1.68 0.28
0.24 -0.75 3.07
-1.08 -0.26 -0.77
0.61 -1.17 -0.76
-1.10 0.89 -0.18
-0.09 -0.38 0.88
-0.38 0.51 0.14
-0.32 0.72 -0.27
0.41 0.41 -0.10
0.10 -0.05 0.85
-0.23 0.10 -0.17
-0.34 0.14 -0.02
-0.60 0.07 -0.04

- DFT total energy (hartree) = -867.8973
- gap between HOMO and LUMO (eV) = 3.46
- LUMO (eV) = -7.15
- total charge = +1
- relative energy (zero: lowest compared OMol25 entry of this formula, charge and spin) (kcal per mole) = 173.8
- HOMO level (Eh) = -0.390

---

ORCA calculation (ωB97M-V/def2-TZVPD) on a 2-piece molecular cluster, C4H6F3NO overall in a non-equilibrium geometry.

Last column: Mulliken charge in e.
Geometry (Å):
C  0.611343  -1.804882  -0.245950  -0.3575
C  1.769870  -1.185352  -0.063458  -0.2482
C  -2.242768  0.058927  0.001337  -0.3233
C  1.776564  0.341927  0.163271  0.8947
N  -1.932680  1.147849  -0.631390  -0.1783
O  -2.448313  0.289942  1.280530  -0.2914
F  1.279615  1.007838  -0.976486  -0.2391
F  2.976036  0.830708  0.489427  -0.2557
F  0.922638  0.625455  1.173072  -0.2321
H  -0.284135  -1.163018  -0.007664  0.0131
H  0.447291  -2.880875  -0.437868  0.3165
H  2.767928  -1.721037  -0.362584  0.2355
H  -1.790196  2.109164  -0.303845  0.1572
H  -1.833470  1.176406  -1.693483  0.2526
H  -2.019721  1.166955  1.615084  0.2560

Force components x, y, z for each atom (eV/Å):
-1.11 0.84 1.27
2.11 -0.71 -1.84
-0.84 -0.40 0.03
-0.95 -1.24 -0.68
0.96 1.97 -4.19
1.22 1.23 1.88
1.05 -0.57 1.68
-0.45 0.05 -0.46
0.22 0.47 -0.34
0.65 -1.21 -0.57
0.38 0.88 -0.04
-1.80 1.38 0.95
-0.20 -0.42 0.81
-0.12 -0.73 2.23
-1.11 -1.54 -0.73

- DFT total energy (hartree) = -585.5216
- gap between HOMO and LUMO (eV) = 9.66
- LUMO (eV) = 0.76
- total charge = 0
- relative energy (zero: lowest compared OMol25 entry of this formula, charge and spin) (kcal per mole) = 80.3
- HOMO level (Eh) = -0.327